[1]
CH4NO2Si | the ωB97M-V functional and the def2-TZVPD basis

Calculated values
LUMO (spin up / spin down)	3.5903 / 3.5895	eV
highest occupied orbital energy (spin up / spin down)	-0.137 / -0.136	Eh
charge	-1

Geometry (Å):
H: 1.22 -0.17 -1.57
O: 3.49 -0.80 -0.39
H: -1.30 1.87 -0.30
C: 3.12 0.22 0.28
Si: 1.27 -0.22 -0.12
H: 0.78 -1.37 0.40
H: -1.41 0.30 -0.16
O: 3.78 1.17 0.67
N: -1.37 1.24 0.40

[2]
C29H64ClF5N4O7P | the ωB97M-V functional and the def2-TZVPD basis

Calculated values
LUMO	-3.2473	eV
highest occupied orbital energy	-0.353	Eh
charge	+1

Geometry (Å):
H: -4.68 1.53 -0.80
C: -4.53 2.62 -0.83
C: 3.25 -1.49 -0.98
H: -3.10 1.71 1.11
C: 2.83 -5.12 -5.57
H: -1.13 -2.84 -2.94
H: -5.00 2.89 1.27
H: -1.59 2.52 0.83
H: -1.50 0.68 -2.43
C: -6.52 -0.17 -0.40
C: 5.53 -7.52 -4.20
N: 2.89 -0.17 -0.85
C: -1.70 0.70 -0.29
H: 1.30 2.07 -1.00
H: 3.90 -3.08 4.72
H: 5.12 -2.19 -0.73
H: -7.14 2.08 2.01
C: 4.00 -0.45 2.46
C: -5.36 3.26 0.31
H: -5.36 2.63 3.90
H: -7.01 2.77 -0.98
H: 1.92 -1.26 -3.45
C: -2.20 -1.28 -1.88
H: -2.01 -1.73 -0.90
H: 0.24 -1.85 -0.96
C: 2.19 2.54 -0.56
P: 4.88 -0.52 0.82
H: -4.46 -1.76 1.60
O: 2.62 -3.84 -4.97
H: -4.94 2.94 -1.80
C: -7.34 1.80 0.97
H: 2.18 -1.25 6.02
C: 0.26 -1.48 -2.00
H: 4.34 2.32 -0.97
H: 1.31 -2.86 -3.26
C: -1.03 -1.76 -2.78
C: -5.81 1.66 5.53
H: 6.59 -7.66 -4.44
H: 3.13 -3.81 -4.16
C: 1.56 -1.96 -2.69
H: -5.61 0.35 2.66
H: -2.98 3.93 -0.24
H: -0.78 -2.58 3.02
F: 3.25 4.65 -0.46
N: -6.58 0.58 0.73
H: -6.07 0.63 5.79
C: -0.07 -1.75 2.96
C: -2.38 1.96 0.32
H: 6.82 -1.55 0.77
N: 2.68 -2.35 -1.78
H: -5.15 4.34 0.24
O: -5.59 1.72 4.12
H: -0.62 0.91 -0.34
H: 3.01 -0.94 2.49
C: 3.39 2.15 -1.48
H: 3.36 2.85 -2.32
C: 3.27 0.71 -1.99
O: 6.48 -0.78 1.26
F: 1.49 4.63 -2.64
C: -6.87 2.96 0.09
H: 5.20 -8.31 -3.53
F: -0.12 4.02 -1.31
H: 1.12 -2.63 1.71
H: 1.91 -0.06 -0.58
H: 0.34 -0.39 -1.91
Cl: 3.27 -3.95 -1.81
C: 1.05 4.69 -1.39
H: -7.42 3.88 0.33
H: -0.62 -0.81 3.01
H: -5.41 -1.96 -0.97
O: 3.43 -2.24 4.74
C: -5.77 0.00 1.64
H: 5.83 -6.21 -2.81
H: 2.32 2.06 0.42
C: -3.02 2.94 -0.70
H: -4.90 1.94 6.06
H: -3.23 0.60 -1.91
H: -3.17 -1.61 -2.28
C: -2.21 0.28 -1.70
H: 3.42 -2.24 6.82
H: -7.06 -0.02 -1.32
C: 2.72 -2.19 5.98
H: 3.89 -5.25 -5.80
C: -5.16 -1.10 1.12
H: -8.42 1.62 0.87
F: 1.55 4.26 0.87
H: 4.95 -7.58 -5.12
H: 3.84 0.62 2.66
H: 3.80 4.01 1.78
H: -1.04 -1.24 -3.74
O: 0.65 -1.80 1.73
H: 2.51 -5.91 -4.89
C: 5.06 5.16 2.72
C: 2.04 4.04 -0.38
H: 2.01 -3.02 6.03
H: 0.62 -1.80 3.81
O: 5.31 -6.24 -3.62
H: -2.54 2.93 -1.68
H: 4.61 -0.82 3.29
H: -1.85 -0.12 0.42
N: 4.32 -1.95 -0.15
O: 4.58 3.87 2.32
H: 4.17 0.37 -2.50
H: 2.25 -5.17 -6.48
H: 5.95 5.02 3.33
C: -5.66 -1.21 -0.23
H: -6.63 2.32 5.81
H: 4.30 5.67 3.31
H: 5.31 5.76 1.85
H: 2.42 0.71 -2.70
F: 0.82 5.95 -1.04

[3]
C7H11O4 | the ωB97M-V functional and the def2-TZVPD basis

Calculated values
SMILES	CC1(C)C(O)(O)[C@@]1(C)C(=O)[O-]
LUMO	3.4630	eV
highest occupied orbital energy	-0.162	Eh
charge	-1

Geometry (Å):
C: -1.20 0.76 1.28
C: 0.45 1.97 -0.75
H: -0.50 -1.77 2.08
O: -1.85 0.14 -1.35
H: -1.66 1.09 -1.41
H: 2.38 -0.97 -0.22
C: -0.31 -0.19 0.54
H: -1.95 -0.04 1.50
O: -0.55 2.32 -1.33
H: -0.85 1.31 2.26
H: 1.86 -0.66 -1.98
C: 0.54 0.34 -0.64
C: -0.71 -0.46 -0.84
O: -0.53 -1.84 -1.31
H: 2.59 0.61 -1.03
H: 0.63 -1.96 0.84
C: 1.93 -0.30 -0.95
H: 0.94 -0.88 2.22
C: 0.19 -1.25 1.46
H: -1.71 1.52 0.65
O: 1.46 2.54 -0.34
H: -1.17 -2.29 -0.67

Q: Which value of charge does entry 2 give?
A: +1